# 1
Molecular formula: C49H43BrN5O6SSiTi
Method: DFT, ωB97M-V/def2-TZVPD

<S²> = 0.754
electronic energy = -183125.23926 eV
highest occupied orbital energy (spin up / spin down) = -6.45 / -7.69 eV
relative energy (zero: lowest compared OMol25 entry of this formula, charge and spin) = 99.4 kJ/mol
2S+1 = 2
charge = 0
orbital gap (spin up / spin down) = 5.59 / 6.82 eV

Atoms and positions in Å:
Ti (-1.05605, 0.42366, 0.59870)
O (-1.14538, 1.13055, -3.86870)
C (-1.20891, 1.02854, -2.54603)
O (-0.62009, 0.18617, -1.91655)
C (-2.04226, 2.02924, -1.86662)
C (-2.82639, 2.98428, -2.50034)
C (-3.52674, 3.89447, -1.72769)
C (-3.38872, 3.85134, -0.34559)
C (-2.59196, 2.86553, 0.20263)
N (-1.96280, 1.94661, -0.53166)
C (-2.29513, 2.74486, 1.69430)
O (-2.85424, 3.47457, 2.49148)
O (-1.41620, 1.84222, 1.93910)
H (-0.48930, 0.48816, -4.18268)
H (-2.87344, 2.99336, -3.58009)
H (-4.15627, 4.64055, -2.19351)
H (-3.87038, 4.55853, 0.31522)
C (-1.41059, -6.05937, -1.26373)
C (-1.52762, -5.09721, -2.44518)
N (-2.36063, -3.93082, -2.15009)
C (-3.75458, -3.96096, -2.56520)
C (-4.70975, -4.43796, -1.47295)
C (-1.84256, -2.88059, -1.46726)
S (-2.82188, -1.55590, -1.06665)
N (-0.53346, -3.02750, -1.15353)
C (0.16596, -2.24706, -0.36263)
O (-0.25245, -1.24312, 0.29449)
C (1.57131, -2.69552, -0.12460)
C (2.48055, -1.84348, 0.49359)
C (3.77435, -2.26894, 0.75042)
C (4.17247, -3.54629, 0.38499)
C (3.27459, -4.39446, -0.25012)
C (1.97997, -3.97497, -0.50042)
H (-0.73296, -6.87914, -1.50870)
H (-2.38118, -6.48200, -1.00322)
H (-1.01648, -5.52566, -0.39934)
H (-1.96513, -5.60801, -3.30338)
H (-0.53637, -4.74212, -2.71605)
H (-3.82343, -4.62152, -3.43058)
H (-4.03782, -2.95443, -2.87072)
H (-4.49104, -5.46401, -1.17567)
H (-5.73738, -4.39939, -1.83892)
H (-4.62893, -3.78803, -0.60308)
H (2.16860, -0.84222, 0.75969)
H (4.47446, -1.60730, 1.24231)
H (5.17835, -3.88395, 0.60031)
H (3.59025, -5.38694, -0.54696)
H (1.26413, -4.62832, -0.97776)
Br (3.63987, -2.87761, 5.31468)
C (2.10409, -2.17482, 4.45539)
C (2.21831, -1.01332, 3.70891)
C (1.10412, -0.50727, 3.06855)
C (-0.12961, -1.14868, 3.18323)
C (-0.21964, -2.32077, 3.93647)
C (0.89549, -2.83845, 4.57089)
N (-1.24403, -0.61187, 2.51288)
C (-2.39108, -0.66880, 3.07630)
C (-3.57121, -0.22900, 2.37728)
C (-4.83239, -0.30307, 2.97053)
C (-5.94612, 0.02067, 2.22655)
C (-5.76419, 0.42164, 0.90964)
C (-4.47653, 0.51771, 0.41593)
N (-3.39083, 0.20486, 1.11743)
H (3.17262, -0.51306, 3.62002)
H (1.15804, 0.39699, 2.47713)
H (-1.15929, -2.85781, 3.97982)
H (0.83049, -3.75674, 5.13771)
H (-2.49762, -1.03730, 4.09417)
H (-4.91034, -0.60664, 4.00620)
H (-6.93918, -0.04253, 2.65017)
H (-6.60493, 0.65713, 0.27292)
H (-4.31578, 0.83811, -0.60666)
O (0.52235, 1.30947, 0.31101)
Si (1.77758, 2.13948, -0.25380)
C (3.30784, 1.92822, 0.85032)
C (4.53024, 1.44834, 0.38116)
C (5.63947, 1.37221, 1.21449)
C (5.54510, 1.77698, 2.53778)
C (4.34098, 2.27780, 3.01788)
C (3.23941, 2.35426, 2.17936)
C (2.20960, 1.66130, -2.04050)
C (2.43430, 0.32600, -2.38593)
C (2.68431, -0.04732, -3.69813)
C (2.72286, 0.91584, -4.70045)
C (2.51975, 2.24936, -4.37660)
C (2.26531, 2.61329, -3.06012)
C (1.53075, 4.01421, -0.21419)
C (0.29312, 4.61927, -0.00924)
C (0.16739, 6.00029, 0.05294)
C (1.28769, 6.80406, -0.09269)
C (2.53223, 6.22131, -0.29441)
C (2.64892, 4.84143, -0.35074)
H (4.61644, 1.12593, -0.65175)
H (6.57890, 0.98905, 0.83312)
H (6.40280, 1.70287, 3.19444)
H (4.26612, 2.61288, 4.04561)
H (2.30749, 2.76156, 2.56192)
H (2.40560, -0.43691, -1.62019)
H (2.85367, -1.09075, -3.93955)
H (2.91946, 0.62960, -5.72667)
H (2.56615, 3.00678, -5.14955)
H (2.09809, 3.65786, -2.82025)
H (-0.58141, 3.99669, 0.12183)
H (-0.80429, 6.44694, 0.22690)
H (1.19463, 7.88158, -0.03981)
H (3.41350, 6.84283, -0.39595)
H (3.62685, 4.39246, -0.49544)


# 2
Molecular formula: C49H43GeN4O8S2Ti
Method: DFT, ωB97M-V/def2-TZVPD

<S²> = 0.765
electronic energy = -175157.50118 eV
highest occupied orbital energy (spin up / spin down) = -6.41 / -8.47 eV
relative energy (zero: lowest compared OMol25 entry of this formula, charge and spin) = 39.0 kJ/mol
2S+1 = 2
charge = 0
orbital gap (spin up / spin down) = 6.21 / 7.68 eV

Atoms and positions in Å:
Ti (-0.11387, -1.36969, 0.03179)
C (-3.36806, -5.49218, 2.04627)
O (-1.96959, -5.38297, 2.33216)
C (-1.54984, -4.21797, 1.78621)
N (-2.39904, -3.54591, 1.13597)
C (-3.65847, -4.28644, 1.12050)
C (-4.84831, -3.45123, 1.53968)
C (-6.07763, -4.07682, 1.72341)
C (-7.20078, -3.34261, 2.07023)
C (-7.10951, -1.96891, 2.22569)
C (-5.88943, -1.33912, 2.03069)
C (-4.75848, -2.07302, 1.69835)
C (-0.18535, -3.78086, 2.11317)
C (0.50999, -4.57949, 2.98495)
C (1.71732, -4.14062, 3.54609)
C (2.10350, -2.85610, 3.30439)
C (1.37440, -2.06825, 2.40620)
N (0.28656, -2.54990, 1.68189)
C (1.57287, -0.69146, 2.20528)
N (0.82839, -0.06078, 1.32989)
C (1.27051, 1.32996, 1.29845)
C (2.17254, 1.41850, 2.54870)
O (2.46071, 0.05294, 2.88084)
C (0.15279, 2.34842, 1.30797)
C (0.46939, 3.69420, 1.47824)
C (-0.52918, 4.65467, 1.49148)
C (-1.85451, 4.28186, 1.32452)
C (-2.17189, 2.94473, 1.14207)
C (-1.17635, 1.97883, 1.13626)
H (-3.92444, -5.42742, 2.98423)
H (-3.55198, -6.45593, 1.57527)
H (-3.83321, -4.61905, 0.09080)
H (-6.15596, -5.14847, 1.58091)
H (-8.14983, -3.84296, 2.21091)
H (-7.98771, -1.39111, 2.48305)
H (-5.83182, -0.25895, 2.11386)
H (-3.80749, -1.58604, 1.53778)
H (0.08200, -5.52854, 3.26935)
H (2.27734, -4.78154, 4.21096)
H (2.96234, -2.41193, 3.78801)
H (1.86318, 1.46735, 0.38318)
H (1.63292, 1.88127, 3.37995)
H (3.11672, 1.93483, 2.38417)
H (1.50743, 3.98644, 1.59568)
H (-0.26666, 5.69589, 1.62611)
H (-2.63407, 5.03219, 1.33012)
H (-3.20194, 2.64611, 0.99040)
H (-1.42730, 0.93936, 0.99310)
O (-3.45694, -1.65420, -1.71502)
C (-2.39812, -1.82358, -1.19291)
O (-1.83811, -1.00642, -0.30352)
C (-1.49320, -3.07967, -1.39687)
O (-1.89724, -4.11788, -1.83328)
O (-0.26983, -2.84122, -0.96248)
S (-1.46665, -0.92791, 3.69334)
C (-2.31663, 0.35669, 4.25423)
N (-3.64027, 0.52756, 4.13603)
C (-4.20957, 1.79584, 4.54529)
C (-3.24975, 2.37361, 5.57946)
S (-1.60749, 1.71452, 5.12474)
H (-4.16262, -0.10680, 3.54672)
H (-5.19903, 1.63674, 4.97609)
H (-4.30264, 2.47486, 3.68949)
H (-3.48149, 2.02467, 6.58480)
H (-3.21431, 3.45973, 5.57489)
O (-0.64085, -0.95523, -2.92205)
C (-0.26413, 0.02086, -2.30623)
O (0.35341, -0.03681, -1.14604)
C (-0.40362, 1.42926, -2.84546)
C (0.81222, 2.33480, -2.53252)
Ge (2.64851, 1.58513, -2.97722)
C (2.63255, 1.69989, -4.95169)
C (3.34441, 2.66214, -5.66281)
C (3.23367, 2.75123, -7.04318)
C (2.39765, 1.88486, -7.73115)
C (1.65938, 0.93929, -7.03473)
C (1.77783, 0.84833, -5.65614)
C (3.24516, -0.24757, -2.48714)
C (3.63969, -0.53311, -1.17851)
C (3.94621, -1.83158, -0.79499)
C (3.87838, -2.86419, -1.72604)
C (3.52514, -2.58505, -3.03220)
C (3.21618, -1.28322, -3.41122)
C (3.96502, 2.82197, -2.16995)
C (3.62337, 3.68320, -1.12991)
C (4.57474, 4.50071, -0.53603)
C (5.88850, 4.46983, -0.97955)
C (6.24411, 3.62302, -2.02046)
C (5.28812, 2.80991, -2.60935)
H (-1.31169, 1.82532, -2.38018)
H (-0.55667, 1.37027, -3.92093)
H (0.75663, 2.61662, -1.48116)
H (0.73679, 3.24410, -3.13142)
H (3.98762, 3.35321, -5.12990)
H (3.79535, 3.50180, -7.58467)
H (2.31451, 1.94802, -8.80821)
H (0.98433, 0.27545, -7.55953)
H (1.19527, 0.10665, -5.12005)
H (3.76429, 0.28257, -0.47220)
H (4.29796, -2.03542, 0.20874)
H (4.12562, -3.87700, -1.43644)
H (3.48065, -3.38056, -3.76427)
H (2.96817, -1.07850, -4.44394)
H (2.59359, 3.73234, -0.79200)
H (4.28964, 5.16406, 0.27169)
H (6.63396, 5.10480, -0.51883)
H (7.26771, 3.59275, -2.37182)
H (5.56632, 2.15804, -3.43046)


> Look up the electronic energy of the first one.

-183125.23926 eV


> The lowest <S²> belongs to which entry?

C49H43BrN5O6SSiTi


> <S²> of number 2 (C49H43GeN4O8S2Ti)?

0.765